No. 1
{
  "formula": "C6H8N2OS",
  "method": "ωB97M-V with the def2-TZVPD basis set",
  "species": ["C", "H", "H", "H", "H", "C", "O", "N", "C", "N", "C", "H", "H", "H", "C", "C", "H", "S"],
  "coordinates": [[2.43686, 0.44088, 1.48258], [1.61159, 1.16211, -1.25417], [-0.16199, -3.43030, 1.86588], [-1.53766, 0.41629, 1.31404], [-1.75787, 1.88909, -0.01788], [-0.18139, 0.24987, -0.53447], [2.98270, 0.63996, 0.46898], [0.65850, -0.66194, 0.19821], [-0.06046, -2.41839, 1.60616], [0.16156, -1.61454, 0.79212], [0.54796, 1.04663, -1.55047], [0.00364, 2.05316, -1.79846], [-1.73767, -1.18807, -0.53836], [0.33222, 0.55199, -2.40444], [-1.55617, -0.21105, -0.88470], [-1.34766, 0.82641, 0.25502], [-2.10567, 0.07695, -1.83340], [1.71151, 0.17095, 2.83333]],
  "forces_ev_per_a": [[0.79, 0.24, -1.68], [-0.81, 0.12, -0.74], [-0.15, -0.77, -0.09], [0.36, 0.97, -1.77], [1.10, -2.11, 0.88], [-1.55, 0.33, 0.88], [-0.22, 0.04, 1.73], [0.24, -0.17, -1.04], [-0.40, 0.00, 0.84], [0.37, 0.53, -0.37], [-0.17, 3.30, 1.75], [1.19, -1.45, 1.07], [-0.61, -1.09, 0.17], [0.59, -1.78, -3.17], [-0.57, 1.36, -0.31], [-1.41, 0.54, -0.04], [1.03, -0.24, 1.26], [0.21, 0.18, 0.61]],
  "mulliken_charge": [0.7465, 0.3630, 0.3519, 0.2102, 0.2469, 1.2331, -0.4094, -0.5100, -0.2336, -0.0114, -1.2770, 0.2714, 0.2846, 0.3717, -0.9236, -0.6175, 0.2564, -0.3532],
  "lumo_energy_ev": 0.724,
  "total_energy_ev": -22210.0253,
  "homo_energy_ev": -8.26,
  "e_above_lowest_kcal_mol": 114.0
}

=====

No. 2
{
  "formula": "C12H21N5O3",
  "method": "ωB97M-V with the def2-TZVPD basis set",
  "species": ["N", "H", "H", "C", "N", "C", "C", "H", "N", "H", "H", "C", "O", "C", "H", "C", "H", "H", "H", "C", "N", "H", "N", "H", "O", "H", "H", "C", "O", "H", "H", "H", "C", "H", "C", "C", "C", "H", "H", "H", "H"],
  "coordinates": [[-7.78948, 0.31516, -0.05540], [2.59274, 2.56412, -1.51734], [3.82327, 3.73370, 0.40159], [2.56635, -1.77997, 0.57353], [0.83063, -0.30495, -0.49979], [-4.00544, 0.43764, 0.31368], [3.23669, 2.05960, -0.78657], [-5.48107, -1.17207, 0.12439], [4.44963, 0.60424, 0.42439], [-2.81667, -0.06915, -1.36276], [2.79774, -0.06812, -2.41999], [4.52200, 1.79421, 0.97712], [-0.67362, -1.97429, -0.55902], [2.00173, -1.12980, -0.72302], [5.01985, 2.04158, 1.91344], [-6.48464, 0.70642, 0.49644], [3.94277, -1.08687, -1.59464], [1.62040, -1.95322, -1.32574], [-3.97411, 1.51766, 0.05858], [3.13164, -0.41228, -1.46618], [-0.98032, 1.44516, 0.10896], [-7.73186, 0.27953, -1.03881], [3.84549, 2.71985, 0.23855], [-5.52979, -0.02819, -1.20815], [3.56843, -2.59207, 0.28976], [-2.99626, -1.35507, -0.16733], [-1.49876, -0.13908, 1.37256], [-0.42828, -0.82785, -0.32425], [2.09445, -1.56145, 1.65411], [3.86525, -3.03812, 1.11904], [-1.09950, 1.78847, -0.82470], [-1.60650, 2.04897, 0.63290], [-1.50089, 0.07520, 0.29679], [-7.98324, -0.63889, 0.28833], [-5.38617, -0.11589, -0.11324], [3.59149, 0.73982, -0.63547], [-2.84808, -0.25580, -0.29858], [-3.90737, 0.38015, 1.41798], [0.98012, 0.69382, -0.25664], [-6.45448, 0.51871, 1.58004], [-6.34653, 1.80044, 0.34989]],
  "forces_ev_per_a": [[-0.25, -0.46, 2.26], [0.46, -0.32, 0.45], [-0.04, -1.01, -0.05], [-1.63, 1.37, -0.50], [0.50, 1.52, 0.41], [-0.86, 0.78, 0.52], [-0.49, -0.21, -0.59], [-0.05, -0.14, 0.21], [-0.56, 0.09, 0.70], [0.02, -0.01, -0.51], [-0.32, 0.20, -0.69], [0.30, 0.10, -0.27], [-0.32, -1.88, -0.53], [-0.54, -0.82, -0.15], [0.01, -0.06, -0.47], [-0.59, -0.02, 0.24], [0.64, -0.65, -0.21], [0.27, -0.29, -0.09], [-0.10, -0.38, 0.18], [-0.48, 0.59, 1.19], [-1.23, 0.57, 1.31], [0.02, -0.11, -1.28], [0.10, 1.00, 0.78], [0.46, -0.14, 0.26], [0.80, -1.08, 0.74], [0.25, 0.68, -0.23], [0.08, 0.08, -0.12], [0.95, 0.62, 0.86], [0.37, -0.41, 0.26], [-0.28, 0.53, -0.66], [-0.05, -0.27, -0.85], [0.27, 0.25, 0.25], [1.49, 0.50, -0.94], [-0.07, 0.70, -0.49], [1.17, 1.07, -0.69], [0.29, 0.82, -0.77], [0.22, -1.56, 0.00], [-0.21, 0.02, -0.37], [-0.30, -1.26, 0.03], [-0.39, 0.27, -0.16], [0.10, -0.68, -0.03]],
  "mulliken_charge": [-0.6452, 0.4136, 0.2057, 0.4116, -0.0450, -0.5953, -0.7205, 0.3341, -0.5932, 0.2846, 0.3757, -0.3573, -0.6710, -0.3433, 0.4160, -0.5984, 0.5076, 0.5326, 0.2464, -1.1636, -0.7603, 0.2699, -0.0690, 0.3054, -0.4427, 0.2560, 0.3803, 0.0619, -0.5678, 0.3741, 0.2157, 0.2730, 0.3858, 0.2789, -0.4772, 0.8397, -0.6625, 0.3412, 0.3527, 0.3105, 0.3391],
  "smiles": "NCCCC[C@H](N)C(=O)N[C@@H](Cc1c[nH]cn1)C(=O)O",
  "lumo_energy_ev": 0.636,
  "total_energy_ev": -26378.7624,
  "homo_energy_ev": -8.84,
  "e_above_lowest_kcal_mol": 15.9
}

=====

No. 3
{
  "formula": "C3H8N3",
  "method": "ωB97M-V with the def2-TZVPD basis set",
  "species": ["H", "C", "C", "C", "N", "H", "H", "H", "H", "H", "N", "H", "N", "H"],
  "coordinates": [[-0.99424, 0.87440, 1.76692], [-1.10275, 1.03328, 0.76571], [1.04432, -1.05776, 0.22078], [1.51550, -1.23534, -1.15212], [1.39475, -1.75341, 1.12625], [0.82153, -1.90176, 2.00804], [-0.51457, 0.89513, -1.06651], [0.67439, -1.08232, -1.85847], [-2.33672, 1.97516, -0.49832], [2.43068, -0.52739, -1.46713], [-0.35992, 0.46872, -0.12055], [-2.45524, 2.61393, 1.13097], [-1.99701, 1.93854, 0.46236], [1.87928, -2.24118, -1.31793]],
  "forces_ev_per_a": [[0.61, -0.82, 2.68], [0.40, 0.65, -1.84], [1.05, -0.38, -2.09], [1.17, 2.25, -2.76], [-2.99, 0.50, 3.17], [1.36, 0.29, -1.00], [0.53, -1.00, 0.88], [0.66, 0.12, 0.33], [0.21, 0.34, 0.43], [-2.27, -1.23, 0.92], [0.69, -0.99, -0.13], [0.86, -1.55, -0.94], [-2.30, 2.05, -0.07], [0.00, -0.21, 0.43]],
  "mulliken_charge": [0.3585, 0.1712, 0.5694, -0.8957, -0.2726, 0.3258, 0.1927, 0.3002, 0.2187, 0.2765, -0.4809, 0.2599, -0.3611, 0.3375],
  "charge": 1,
  "lumo_energy_ev": -4.369,
  "total_energy_ev": -7702.1452,
  "homo_energy_ev": -14.63,
  "e_above_lowest_kcal_mol": 72.3
}

=====

No. 4
{
  "formula": "C4H12O2",
  "method": "ωB97M-V with the def2-TZVPD basis set",
  "species": ["C", "H", "H", "O", "H", "H", "H", "H", "H", "C", "C", "H", "H", "H", "C", "O", "H", "H"],
  "coordinates": [[0.42607, -1.47119, 1.31771], [-1.36962, 0.05964, -0.48599], [1.20821, -0.83723, -2.00980], [1.57948, 1.94348, 1.97672], [-0.02652, 1.05408, -1.05844], [1.39136, 1.78939, 2.91730], [-0.59929, -1.43670, 1.67413], [-2.58769, 1.48960, -1.79825], [-0.46910, 1.05944, 0.60520], [1.13099, -1.33364, -1.05463], [-0.36977, 0.40397, -0.25507], [0.78706, -2.49336, 1.24005], [1.62522, 1.05571, 1.60613], [1.64772, -2.28021, -0.98483], [0.58341, -0.74888, 0.00946], [-2.82406, 1.02858, -2.61059], [1.02732, -1.01146, 2.10382], [-3.16078, 1.72880, -3.19293]],
  "forces_ev_per_a": [[0.65, 0.27, 0.15], [-0.15, -0.41, -0.13], [-0.28, 0.08, -0.13], [-0.10, -0.14, 0.56], [0.03, -0.20, -0.21], [0.11, 0.16, -0.42], [-0.18, -0.15, -0.09], [0.01, -0.04, -0.05], [0.01, 0.08, 0.29], [0.94, 0.19, 0.43], [0.71, 0.84, 0.62], [-0.16, -0.13, 0.00], [0.07, 0.03, -0.12], [0.07, -0.13, 0.11], [-1.74, -0.65, -1.17], [-0.16, 0.42, -0.21], [0.04, 0.14, 0.14], [0.14, -0.35, 0.24]],
  "mulliken_charge": [-1.0744, 0.2918, 0.2933, -0.6683, 0.4364, 0.3313, 0.2718, 0.3283, 0.4386, -1.0074, -1.2359, 0.3504, 0.2975, 0.2497, 0.7359, -0.6182, 0.2677, 0.3113],
  "smiles": "C=C(C)C.O.O",
  "lumo_energy_ev": 0.756,
  "total_energy_ev": -8436.7524,
  "homo_energy_ev": -9.43,
  "e_above_lowest_kcal_mol": 17.6
}